{
  "formula": "C4H36NO16",
  "method": "the ωB97M-V functional and the def2-TZVPD basis",
  "species": ["C", "O", "C", "C", "C", "N", "O", "H", "H", "H", "H", "H", "H", "H", "H", "H", "H", "O", "H", "H", "O", "H", "H", "O", "H", "H", "O", "H", "H", "O", "H", "H", "O", "H", "H", "O", "H", "H", "O", "H", "H", "O", "H", "H", "O", "H", "H", "O", "H", "H", "O", "H", "H", "O", "H", "H", "O"],
  "xyz": [[0.581, 1.326, 0.860], [0.854, 0.137, 1.631], [0.235, 0.893, -0.565], [1.337, 0.050, -1.189], [1.057, -0.416, -2.589], [0.105, -1.347, -2.699], [1.631, 0.077, -3.567], [-0.232, 1.868, 1.303], [1.544, 1.834, 0.844], [-0.726, 0.377, -0.584], [0.032, 1.733, -1.234], [2.362, 0.432, -1.135], [1.539, -0.820, -0.551], [-0.239, -1.570, -3.623], [-0.331, -1.852, -1.902], [-1.720, 0.654, -3.355], [-1.022, 1.893, -3.866], [-1.916, 1.574, -3.583], [-3.450, -0.286, -0.140], [-4.554, 0.373, 0.606], [-3.640, 0.559, 0.373], [3.876, -1.868, 0.197], [4.339, -1.030, 1.207], [4.351, -1.003, 0.236], [-2.568, 2.051, 1.537], [-2.447, 3.475, 0.789], [-2.131, 2.910, 1.499], [-3.139, 1.852, -0.850], [-2.674, 2.287, -2.234], [-2.827, 2.639, -1.340], [1.675, -3.289, 0.159], [1.969, -2.634, -1.251], [2.376, -2.921, -0.427], [-0.258, 3.337, 2.568], [0.722, 4.318, 1.977], [0.672, 3.599, 2.614], [-1.543, -1.501, 2.700], [-0.052, -0.940, 2.811], [-0.694, -1.586, 3.137], [1.130, 1.739, -3.546], [0.565, 3.049, -2.919], [0.643, 2.570, -3.752], [-3.877, -1.473, -1.712], [-2.593, -2.057, -0.672], [-3.572, -1.763, -0.854], [-0.145, -3.002, 0.421], [0.162, -2.976, 2.059], [0.284, -3.446, 1.212], [2.350, 1.398, 3.611], [2.188, -0.032, 3.111], [2.615, 0.493, 3.807], [2.106, -2.815, 1.831], [0.986, -0.683, 1.148], [2.379, -2.282, 2.591], [-1.282, -1.244, 0.225], [2.121, -2.663, 3.435], [-1.153, -1.997, -0.362]],
  "forces_ev_per_a": [[0.94, -1.83, -1.48], [-0.54, 0.07, 1.15], [-0.16, 0.68, -0.51], [0.99, -1.03, 0.86], [0.06, 0.28, 0.15], [-0.53, -0.87, -0.62], [-0.26, -0.08, 0.06], [0.08, 0.06, 0.10], [-0.30, 0.65, 0.08], [0.19, -0.25, 0.10], [0.12, 0.41, 0.38], [-0.33, 0.91, -0.33], [-0.58, -0.17, -0.31], [0.41, -0.01, 0.01], [-0.03, 0.92, 0.34], [-0.21, 0.07, 0.07], [-0.40, 0.25, 0.25], [0.64, -0.62, -0.72], [0.00, 0.12, 0.26], [-0.12, 0.29, 0.20], [0.04, -0.47, -0.09], [0.10, 0.58, -1.19], [0.41, 0.98, 0.08], [-0.53, -1.37, 1.12], [-0.36, 0.25, -0.75], [-0.34, -0.68, -0.42], [0.66, 0.42, 1.22], [0.03, 0.48, 0.06], [0.28, 0.29, 0.00], [-0.42, -0.26, 0.34], [-0.09, 0.07, -0.48], [-0.11, -0.19, 0.14], [0.30, -0.42, 0.12], [-0.05, 0.02, 0.00], [0.09, 0.00, 0.02], [-0.09, 0.37, 0.28], [0.20, 0.33, -0.28], [-0.46, 0.55, -0.30], [0.09, -0.84, 0.85], [0.11, 0.20, -0.24], [0.06, -0.02, -0.05], [-0.02, 0.05, 0.05], [0.68, -0.32, -0.41], [0.50, 0.27, -0.94], [-1.15, 0.03, 0.94], [-1.04, 0.63, 1.08], [-0.70, 0.23, -0.82], [1.15, -1.10, -0.10], [-0.08, -0.05, -0.03], [0.13, 0.20, 0.05], [0.12, -0.02, 0.12], [-0.26, -0.27, 0.74], [0.06, 0.24, -0.63], [0.71, 0.79, -0.03], [0.35, -0.10, 0.01], [-0.16, -0.32, -0.38], [-0.19, -0.42, -0.12]],
  "lowdin_charge": [-0.18, -0.12, -0.15, -0.11, -0.54, 0.18, 0.01, 0.07, 0.12, 0.09, 0.10, 0.13, 0.08, 0.12, 0.07, 0.04, 0.03, -0.07, 0.00, 0.06, -0.09, 0.00, 0.03, -0.09, 0.02, 0.04, -0.06, -0.01, -0.02, -0.11, 0.01, 0.04, -0.07, 0.01, 0.04, -0.06, 0.05, 0.00, -0.05, 0.01, 0.05, -0.07, 0.03, -0.01, -0.13, 0.00, 0.01, -0.13, 0.02, -0.02, -0.08, 0.00, 0.05, -0.04, -0.03, 0.06, -0.33],
  "lumo_energy_ev": 2.50,
  "charge": -1,
  "homo_energy_ev": -7.02,
  "de_lowest_ev": 1.931
}



{
  "formula": "C5H4CsO7",
  "method": "the ωB97M-V functional and the def2-TZVPD basis",
  "species": ["O", "C", "O", "O", "C", "C", "O", "C", "H", "H", "H", "H", "Cs", "O", "O", "O", "C"],
  "xyz": [[1.963, -1.482, -0.784], [0.991, -2.126, -1.006], [0.588, -3.189, -1.301], [-3.901, 0.176, -0.457], [-3.990, -0.846, -1.415], [-3.730, -2.146, -0.617], [-3.422, -1.719, 0.685], [-3.122, -0.293, 0.679], [-4.984, -0.822, -1.881], [-3.237, -0.710, -2.210], [-2.876, -2.695, -1.049], [-4.606, -2.809, -0.587], [2.200, 1.986, -0.193], [-0.884, 0.506, 1.205], [-3.511, 0.263, 1.773], [-1.044, -0.432, -0.737], [-1.603, -0.068, 0.354]],
  "forces_ev_per_a": [[-1.33, 1.61, 0.19], [2.53, -2.24, -0.20], [-1.69, 1.44, 0.20], [-0.22, -0.09, -1.17], [0.19, 0.21, -0.05], [0.46, -0.01, 0.01], [0.11, -0.85, -0.66], [-1.02, 1.42, 2.62], [-0.01, -0.02, 0.10], [-0.09, -0.12, 0.16], [-0.21, 0.01, -0.05], [0.04, 0.06, 0.00], [-1.12, -0.87, 0.22], [-0.07, 0.45, 0.49], [0.57, -0.37, -0.96], [-0.46, -1.10, -1.30], [2.35, 0.48, 0.38]],
  "lowdin_charge": [0.06, -0.40, 0.17, -0.06, -0.22, -0.21, -0.06, -0.70, 0.10, 0.10, 0.10, 0.10, 0.92, -0.10, -0.12, -0.10, -0.57],
  "lumo_energy_ev": 0.69,
  "charge": -1,
  "homo_energy_ev": -2.19,
  "de_lowest_ev": 1.303
}



{
  "formula": "C19H35BrGaN2O9",
  "method": "the ωB97M-V functional and the def2-TZVPD basis",
  "species": ["C", "O", "C", "Ga", "Br", "C", "C", "C", "C", "N", "C", "C", "C", "C", "C", "O", "N", "O", "H", "H", "H", "H", "H", "H", "H", "H", "H", "H", "H", "H", "H", "H", "H", "H", "H", "H", "H", "C", "C", "O", "C", "O", "O", "C", "H", "H", "H", "H", "H", "H", "H", "H", "C", "C", "O", "C", "O", "O", "C", "H", "H", "H", "H", "H", "H", "H", "H"],
  "xyz": [[3.077, -0.992, -0.154], [2.708, 0.071, 0.682], [3.287, 1.335, 0.305], [1.957, 2.472, -0.761], [0.839, 0.974, -2.309], [0.722, 3.609, 0.374], [-0.274, 2.845, 1.296], [-1.732, 3.083, 0.845], [-1.963, 2.292, -0.454], [-3.348, 1.807, -0.629], [-4.419, 1.807, 0.218], [-5.419, 1.197, -0.476], [-4.969, 0.820, -1.748], [-3.667, 1.236, -1.803], [3.060, 3.791, -1.930], [2.268, 4.817, -2.600], [1.235, 4.290, -3.354], [0.237, 4.888, -3.174], [3.198, -1.877, 0.483], [2.315, -1.248, -0.894], [4.037, -0.844, -0.656], [4.194, 1.219, -0.300], [3.577, 1.863, 1.217], [0.171, 4.358, -0.197], [1.384, 4.180, 1.032], [-0.209, 3.282, 2.297], [-0.071, 1.776, 1.365], [-1.821, 4.153, 0.667], [-2.425, 2.762, 1.620], [-1.338, 1.410, -0.366], [-1.662, 2.880, -1.312], [-4.404, 2.222, 1.204], [-6.421, 0.999, -0.124], [-5.487, 0.305, -2.535], [-2.961, 1.153, -2.608], [3.633, 3.196, -2.649], [3.745, 4.311, -1.266], [9.071, -5.092, -2.537], [8.197, -4.579, -1.411], [7.590, -3.323, -1.729], [6.578, -3.376, -2.599], [6.138, -4.374, -3.109], [6.146, -2.137, -2.805], [5.111, -2.027, -3.788], [9.819, -4.344, -2.806], [9.578, -6.009, -2.236], [8.483, -5.301, -3.429], [8.806, -4.394, -0.527], [7.430, -5.304, -1.135], [4.271, -2.673, -3.545], [5.507, -2.268, -4.773], [4.769, -0.996, -3.786], [-4.498, -0.705, 4.347], [-5.023, -1.550, 3.206], [-6.200, -2.288, 3.584], [-7.318, -1.580, 3.685], [-7.444, -0.402, 3.478], [-8.300, -2.408, 4.063], [-9.548, -1.757, 4.296], [-4.318, -1.325, 5.228], [-3.567, -0.217, 4.059], [-5.215, 0.064, 4.631], [-4.279, -2.296, 2.933], [-5.225, -0.949, 2.318], [-9.858, -1.183, 3.425], [-9.478, -1.109, 5.169], [-10.279, -2.537, 4.488]],
  "forces_ev_per_a": [[-0.05, -0.77, 0.39], [0.59, 0.06, -0.05], [-0.82, 0.53, -0.52], [0.52, 0.79, 0.19], [-0.04, -0.09, -0.04], [-0.18, -0.79, 0.31], [-0.40, 1.14, -0.03], [0.74, -0.57, -0.51], [-0.51, -0.01, 1.47], [1.54, 1.03, -0.06], [0.44, -0.10, -0.51], [-1.97, -0.64, 0.35], [0.35, 0.04, -0.22], [-0.37, -0.41, -0.58], [-0.39, -1.21, 0.00], [-0.08, 0.38, 0.38], [0.02, -0.32, 0.37], [0.16, 0.25, -0.38], [0.00, -0.03, 0.01], [-0.04, 0.31, -0.15], [0.00, 0.22, -0.05], [0.09, -0.32, 0.13], [0.00, -0.10, 0.13], [0.05, 0.01, -0.19], [0.23, 0.03, -0.15], [0.13, -0.27, 0.17], [0.04, -0.06, 0.05], [-0.40, 0.10, 0.13], [-0.06, 0.02, 0.06], [0.14, -0.11, -0.40], [0.00, -0.10, -0.25], [0.09, 0.08, 0.10], [0.05, 0.14, 0.22], [-0.22, -0.02, 0.00], [0.27, 0.04, 0.04], [0.10, 0.30, -0.20], [0.03, 0.34, -0.19], [-0.05, 0.11, -0.22], [0.18, -0.34, 0.07], [0.04, 0.07, 0.07], [-0.03, 0.08, 0.01], [0.01, -0.04, 0.01], [0.02, 0.02, -0.01], [-0.25, 0.16, -0.14], [0.06, -0.03, 0.10], [0.01, 0.02, 0.04], [-0.06, -0.06, 0.06], [-0.08, 0.20, 0.01], [-0.08, 0.04, -0.13], [0.07, -0.09, -0.02], [-0.03, -0.13, 0.02], [0.14, 0.04, 0.17], [-0.20, 0.03, 0.20], [0.40, 0.32, -0.10], [-0.02, -0.14, -0.02], [0.14, -0.03, -0.02], [-0.07, 0.03, 0.00], [-0.04, -0.03, 0.02], [-0.21, -0.03, 0.02], [0.11, -0.04, -0.06], [0.01, -0.05, -0.03], [0.01, 0.04, -0.11], [-0.19, -0.18, 0.02], [-0.15, 0.04, 0.07], [0.07, 0.08, 0.03], [0.01, 0.10, -0.07], [0.12, -0.10, 0.00]],
  "lowdin_charge": [-0.18, -0.29, -0.27, 0.18, 0.16, -0.25, -0.28, -0.19, -0.15, -0.11, -0.10, -0.14, -0.11, -0.12, -0.26, -0.21, -0.09, 0.01, 0.08, 0.04, 0.07, 0.04, 0.05, 0.04, 0.04, 0.09, 0.09, 0.11, 0.09, 0.08, 0.11, 0.10, 0.08, 0.08, 0.12, 0.04, 0.05, -0.07, -0.22, 0.04, -0.61, 0.12, 0.01, -0.03, 0.08, 0.08, 0.07, 0.12, 0.12, 0.10, 0.10, 0.10, -0.07, -0.20, 0.04, -0.61, 0.12, 0.00, -0.05, 0.08, 0.08, 0.07, 0.12, 0.12, 0.09, 0.10, 0.09],
  "lumo_energy_ev": 2.28,
  "charge": -1,
  "homo_energy_ev": -4.75
}



{
  "formula": "H6O3",
  "method": "the ωB97M-V functional and the def2-TZVPD basis",
  "species": ["O", "H", "H", "O", "H", "H", "O", "H", "H"],
  "xyz": [[0.358, 0.260, -2.478], [0.343, 0.274, -1.521], [0.934, -0.472, -2.699], [-1.230, 0.189, 1.527], [-0.953, 0.446, 2.407], [-2.113, 0.549, 1.439], [0.991, -0.267, 0.095], [1.495, -0.858, 0.655], [0.175, -0.121, 0.574]],
  "forces_ev_per_a": [[-0.33, 0.35, -1.11], [0.29, -0.21, 0.51], [0.08, -0.10, 0.17], [0.66, -0.74, -0.95], [0.27, 0.33, 1.17], [-1.01, 0.39, -0.08], [1.05, -0.17, -0.58], [0.11, -0.13, 0.14], [-1.11, 0.27, 0.73]],
  "lowdin_spin": [0.07, 0.01, 0.01, 0.41, 0.14, 0.13, 0.16, 0.04, 0.03],
  "lumo_energy_ev": [4.16, 4.17],
  "spin_multiplicity": 2,
  "charge": -1,
  "homo_energy_ev": [0.85, -7.14],
  "de_lowest_ev": 0.099
}